(1)
89
Properties=species:S:1:pos:R:3:mulliken_charge:R:1 method="wB97M-V/def2-TZVPD" e_lumo_ha=0.003 homo_lumo_gap_ev=9.5 multiplicity=1 smiles="CC[C@@H](I)C(=O)O[C@](CC)(CC(=O)Cl)C(F)(F)C(F)(F)F.O=S1(=O)OCCO1.O=S1(=O)OCCO1.O=S1(=O)OCCO1.O=S1(=O)OCCO1.O=S1(=O)OCCO1" total_energy_ev=-157787.2206
O -2.096 -3.718 -6.084 -0.583
C -0.902 0.429 2.154 0.009
H 1.538 4.227 -2.297 0.338
S -1.241 1.674 5.738 1.060
C -1.919 0.580 -3.177 -0.091
C 1.342 4.844 -1.399 -1.231
O 3.800 -3.543 -2.422 -0.289
O -0.441 2.473 -1.206 -0.344
O 1.274 -0.416 2.306 -0.390
O 1.350 -6.547 5.508 -0.340
C -1.250 -0.116 7.459 -0.269
H -1.916 -0.717 8.072 0.315
C 1.158 -2.606 -6.749 -0.358
H -3.682 1.082 -1.992 0.226
H 2.930 -3.238 -0.558 0.210
H -4.042 0.651 -3.682 0.358
H 1.873 -3.925 -1.810 0.193
H 0.061 6.512 -0.915 0.482
H -2.818 4.299 -0.384 0.397
C -2.175 6.120 -4.025 0.697
H 2.504 -5.893 -0.524 0.311
S 0.436 -1.580 1.591 0.872
S -1.032 -2.907 -5.618 0.927
O 3.682 -5.952 -2.240 -0.328
O -0.297 1.347 4.722 -0.480
H 2.162 -4.076 -5.499 0.128
C -2.190 6.151 -2.464 0.321
H -1.669 1.634 8.665 0.297
O 0.139 -3.851 -5.053 -0.304
O -0.919 -0.765 1.350 -0.401
H -1.659 0.002 -2.278 0.287
O 0.189 -2.600 2.553 -0.507
F -1.867 7.392 -2.085 -0.330
H 2.397 -4.004 5.357 0.298
C 1.212 -3.923 -6.007 0.000
H 0.372 6.322 -2.609 0.511
H -0.383 -0.715 7.170 0.256
H 0.777 1.459 3.055 0.401
C 3.304 -5.334 -1.003 -0.299
H -2.315 5.946 -0.104 0.545
H 1.704 -5.622 3.679 0.279
H 1.233 4.166 -0.547 0.188
S 1.066 -6.010 6.999 1.058
C 1.327 -4.220 5.296 -0.114
F -0.989 5.971 -4.579 -0.227
O -1.402 3.953 -2.638 0.196
Cl 0.149 5.641 1.618 -0.190
O -1.914 0.312 6.263 -0.327
S 4.307 -4.840 -3.217 1.053
C 0.124 5.746 -1.705 -0.968
C 0.555 0.828 2.211 0.080
H 1.638 -2.656 -7.723 0.342
F -3.491 5.950 -2.140 -0.330
H 0.022 -5.598 4.258 0.325
O 2.264 -6.130 7.749 -0.539
O 1.019 -1.858 0.326 -0.409
H 1.018 -4.764 -6.676 0.255
H -1.523 1.202 1.711 0.185
O -1.221 3.541 1.375 -0.404
O -0.241 -2.325 -6.891 -0.338
H -0.009 1.018 8.838 0.321
H 1.607 -1.800 -6.163 0.289
H 0.812 -3.376 4.847 0.137
F -3.016 5.243 -4.531 -0.233
O -2.261 2.633 5.538 -0.602
O 5.720 -4.898 -3.130 -0.546
H -1.287 0.175 3.137 0.204
H 4.179 -5.320 -0.348 0.326
C -1.266 5.065 -1.758 0.888
I -0.921 2.543 -5.357 -0.014
O 3.616 -4.900 -4.458 -0.590
O 0.846 -4.460 6.625 -0.284
C -0.830 1.169 8.142 -0.365
F -2.639 7.317 -4.432 -0.306
C -0.832 1.661 -3.366 -1.218
C -1.926 4.937 -0.343 -0.861
C 2.882 -3.933 -1.391 -0.126
O -0.168 -6.539 7.452 -0.528
C -3.352 1.206 -3.035 -0.874
O -0.429 2.039 7.076 -0.312
O -1.239 -1.846 -4.689 -0.371
H -1.900 -0.037 -4.090 0.231
C -1.056 4.560 0.860 0.283
H 0.861 1.331 1.290 0.124
C -0.887 2.765 -2.259 0.572
H 2.235 5.478 -1.294 0.403
H 0.166 1.209 -3.307 0.584
C 1.069 -5.514 4.556 -0.277
H -3.303 2.272 -3.298 0.135

(2)
30
Properties=species:S:1:pos:R:3:mulliken_charge:R:1 method="wB97M-V/def2-TZVPD" e_lumo_ha=-0.011 homo_lumo_gap_ev=9.1 multiplicity=1 smiles="O=C(Nc1ccc(SC(F)F)cc1)c1ccccc1F" total_energy_ev=-37195.2171
O 1.130 -1.813 -0.654 -0.715
C -0.511 -2.260 -4.447 -0.556
H 3.028 2.769 3.504 0.256
C -1.859 -2.567 -4.512 -0.266
C -0.574 -1.696 -2.172 0.859
C -0.508 2.373 2.330 -1.024
C 0.079 -1.251 -1.145 0.225
C 2.596 2.997 4.394 0.383
H -2.340 -2.874 -5.482 0.320
C 1.257 0.794 2.802 -1.401
H -0.933 3.069 2.731 0.724
H 2.002 0.435 3.329 0.799
C -1.784 -1.769 -2.353 -0.175
H -1.800 1.882 0.636 0.157
H -3.858 -2.604 -3.220 0.257
F 1.274 -1.452 -3.553 -0.267
S 1.078 2.890 4.618 -0.288
C -2.583 -2.508 -3.181 -0.733
H 1.552 -0.762 1.315 0.111
H -0.100 -2.288 -5.403 0.395
H -1.246 0.203 -0.951 0.223
C -0.832 1.678 1.223 -0.499
F 3.213 4.128 4.917 -0.212
F 3.461 1.804 5.065 -0.392
H -2.491 -1.903 -1.323 0.154
C 0.459 1.810 3.308 0.375
C 0.053 -1.630 -3.480 0.475
C -0.151 0.503 0.750 0.279
C 0.839 0.268 1.487 0.650
N -0.450 -0.226 -0.534 -0.114

(3)
65
Properties=species:S:1:pos:R:3:mulliken_charge:R:1 method="wB97M-V/def2-TZVPD" e_lumo_ha=0.072 homo_lumo_gap_ev=6.7 charge=-1 multiplicity=1 relative_energy_kcal_mol=26.7 total_energy_ev=-119315.8340
Na -0.578 -0.438 -0.051 0.804
C 2.438 -4.557 1.418 -1.007
H 1.664 1.968 -3.905 0.293
Cl -7.090 -0.626 -0.998 -0.235
C 0.757 1.127 2.086 0.796
S 3.334 -0.637 -1.111 -0.457
H -0.159 -5.220 1.433 0.388
C 1.303 -2.377 1.496 0.666
H 3.411 -1.985 1.332 0.425
F -0.761 -2.039 -3.708 -0.235
H 2.930 -4.448 2.388 0.324
Cl -5.911 -2.358 1.276 -0.232
H 3.160 -4.335 0.626 0.317
C -5.494 -0.313 -0.429 0.763
C -4.732 0.709 -0.980 -0.677
O 2.601 -0.401 2.185 -0.333
C 1.569 0.169 2.952 -1.305
H 3.379 4.553 -1.406 0.336
O 0.331 -1.664 1.297 -0.530
H 2.113 -5.592 1.313 0.359
H 2.038 0.744 3.765 0.451
H 0.194 -4.641 -0.215 0.429
H 1.750 5.089 -1.834 0.372
H -0.733 1.989 -3.280 0.068
C 0.070 -4.343 0.826 -1.120
N 2.828 1.887 -1.567 -0.134
H 2.842 -2.277 3.007 0.378
Cl -2.526 2.186 -1.201 -0.225
C 2.478 4.290 -1.953 -1.546
H 0.967 2.744 -1.939 -0.050
H -1.028 3.741 2.517 0.358
C 2.466 0.596 -1.806 0.189
C 1.892 2.988 -1.421 0.582
H -0.894 0.310 -3.767 0.064
Cl -3.030 -1.766 2.319 -0.204
O 0.988 1.269 0.900 -0.213
H 2.731 4.204 -3.006 0.352
H -0.502 2.938 1.016 0.033
C -3.455 0.925 -0.484 1.708
F -0.732 -3.093 -1.805 -0.398
H 0.903 -0.585 3.378 0.482
H -0.753 -3.637 0.873 0.205
H -1.305 2.301 4.401 0.388
C -0.638 1.514 4.056 -1.060
N -0.164 1.859 2.740 0.230
H 0.185 1.430 4.766 0.357
C 2.605 -1.791 2.042 -1.141
H 1.448 0.410 -4.731 0.387
Cl -5.394 1.673 -2.256 -0.228
H 1.649 3.111 -0.360 -0.111
N 1.272 -3.709 1.330 0.253
H 3.584 1.921 -0.896 0.319
C -3.674 -0.796 1.041 0.818
N 1.477 0.307 -2.666 0.197
C -0.971 2.789 1.985 -0.766
F -2.251 -1.574 -2.179 -0.246
C -0.860 -1.787 -2.317 -0.178
H -0.644 1.553 -4.991 0.387
C -4.957 -1.080 0.597 -0.696
C 1.121 1.021 -3.875 -0.672
H -1.192 0.571 4.045 0.258
H 1.160 -0.659 -2.650 0.177
C -0.383 1.239 -3.985 -0.615
C -2.852 0.210 0.545 -1.589
H -1.974 2.392 1.820 0.292